[1]
20
Properties=species:S:1:pos:R:3:forces:R:3:lowdin_charge:R:1 method="wB97M-V/def2-TZVPD" spin_multiplicity=2 total_charge=0 homo_ev="-4.17 / -8.01" e_above_lowest_ev=1.588 total_energy_ev=-9383.1018 e_lumo_ev="0.26 / 0.25"
C -0.3478 -0.9754 1.0203 1.3194 0.8567 0.5541 -0.169
C 0.3762 -1.5026 -0.2254 -1.2531 -0.4848 0.8216 -0.203
C -0.4072 -1.0907 -1.4522 1.0261 0.1531 -0.6848 -0.321
C -0.8576 1.0139 -2.5272 -0.1382 0.7501 0.0459 -0.177
N -0.1238 0.3055 -1.6289 -0.3266 0.9373 1.3663 -0.228
N -0.3663 0.5343 0.9676 -0.3712 -1.2600 -2.0891 0.090
H -1.3598 -1.3405 1.1639 -0.0353 -0.0433 -0.2362 0.116
H 0.2541 -1.2135 1.8978 -0.2730 -0.2583 0.2145 0.106
H 0.4419 -2.5856 -0.1428 -0.0101 -0.1730 0.0896 0.106
H 1.3907 -1.1131 -0.2342 0.0696 0.1350 -0.2295 0.111
H -1.4882 -1.2885 -1.3326 0.0793 -0.2081 -0.0121 0.108
H -0.0131 -1.6759 -2.2948 -0.4067 -0.0886 -0.2387 0.105
H -1.4232 0.6113 -3.3581 0.0658 -0.3833 0.0025 0.005
H -0.6931 2.0904 -2.5283 -0.0322 -0.1716 -0.1138 0.000
H -1.2272 0.9729 1.1749 -0.7425 0.4771 0.8871 0.116
H -0.2672 0.7466 -0.2299 0.2884 -0.8324 -1.5553 0.116
H 0.4530 0.9532 1.3277 0.4907 0.4169 1.1494 0.057
H 2.0125 1.6635 3.5596 0.9732 0.2836 1.4700 0.027
H 2.0287 2.2588 2.1234 0.4645 0.3402 0.2134 0.056
O 1.6173 1.6355 2.7191 -1.1880 -0.4466 -1.6549 -0.020

=====

[2]
20
Properties=species:S:1:pos:R:3:forces:R:3:lowdin_charge:R:1 method="wB97M-V/def2-TZVPD" spin_multiplicity=1 total_charge=+1 homo_ev=-14.61 e_above_lowest_ev=0.838 total_energy_ev=-9380.7457 e_lumo_ev=-3.34
N 0.4750 -2.4329 0.9569 -1.1160 -0.1251 -0.1266 0.190
C 0.5703 -2.8723 -0.2734 0.4565 0.1016 0.2811 -0.166
N 0.9590 -2.1103 -1.2658 -0.2789 0.1602 -0.0038 0.201
H 0.4197 -1.4156 1.1415 0.4094 0.0476 0.1199 0.083
H -0.0527 -3.0105 1.6029 0.4151 -0.0410 -0.0105 0.143
H 0.3998 -3.9255 -0.4522 -0.0632 -0.0212 -0.1595 0.162
H 0.9821 -2.4567 -2.2134 0.0995 -0.0070 0.1155 0.143
H 1.0600 -1.1118 -1.1112 0.0948 -0.1378 -0.1501 0.116
C -0.0174 1.4390 1.0445 0.2067 0.0911 -0.0244 -0.234
O 0.6801 0.2622 1.5026 0.0692 0.0768 0.2223 -0.112
C -0.3886 1.2482 -0.4048 -0.1911 0.0387 0.0924 -0.267
C -1.1970 2.4219 -0.9460 -0.0510 -0.1000 -0.0724 -0.091
H -0.9008 1.6054 1.6599 -0.0906 -0.0090 0.0150 0.128
H 0.6474 2.2982 1.1467 -0.0265 0.0569 0.0324 0.132
H 1.0758 0.4577 2.3647 -0.0647 -0.1141 -0.2393 0.115
H 0.5287 1.1221 -0.9868 0.0200 -0.0384 -0.0681 0.106
H -0.9990 0.3433 -0.4953 0.0725 -0.0906 -0.0196 0.108
H -0.6182 3.3418 -0.9934 0.0751 0.0165 0.0566 0.083
H -1.5479 2.1954 -1.9493 -0.0164 0.0646 -0.0941 0.078
H -2.0762 2.6004 -0.3282 -0.0205 0.0303 0.0331 0.082

=====

[3]
20
Properties=species:S:1:pos:R:3:forces:R:3:lowdin_charge:R:1 method="wB97M-V/def2-TZVPD" spin_multiplicity=1 total_charge=+1 smiles=NCC[C@@H]([NH3+])CO homo_ev=-14.30 e_above_lowest_ev=1.365 total_energy_ev=-9380.2190 e_lumo_ev=-2.80
C 1.4061 0.5085 -1.1742 0.0773 0.1885 0.9045 -0.224
O 1.1248 1.6940 -1.8737 0.2240 -0.2232 -1.1697 -0.038
C 0.1478 0.0773 -0.4280 1.0788 0.2121 -0.1304 -0.289
C 0.2799 -1.2793 0.2420 -0.9217 1.5781 0.0155 -0.123
C -1.0445 -1.7159 0.8984 0.8051 -0.5643 0.3817 -0.197
N -1.7326 -0.5933 1.5643 -0.7121 -0.1227 -0.0033 -0.002
N -0.0804 1.1179 0.6402 0.1877 0.1522 -0.6735 0.194
H 2.1584 0.7398 -0.4055 0.0804 -0.0788 -0.0977 0.134
H 1.8443 -0.2845 -1.7667 -0.2145 -0.1923 -0.3840 0.136
H 1.2795 1.5181 -2.8233 -0.1979 0.4577 0.6977 0.122
H -0.7068 0.1813 -1.0850 -0.2550 -0.2060 -0.1946 0.163
H 1.0582 -1.1029 0.9839 0.1648 -0.6250 0.2140 0.130
H 0.6127 -1.9597 -0.5145 0.2284 -0.6949 -0.1493 0.124
H -0.7189 -2.4544 1.6339 -0.5439 -0.0580 0.0893 0.123
H -1.7139 -2.2156 0.2011 0.1258 0.0487 -0.1491 0.125
H -0.8654 0.6884 1.1719 -0.6201 -0.2927 0.8830 0.067
H -1.9707 -0.7958 2.5219 0.1114 -0.1402 0.2648 0.106
H -2.6222 -0.3789 1.1217 0.0531 -0.2111 -0.0632 0.112
H -0.3938 1.9631 0.1878 0.2951 0.6953 0.0056 0.160
H 0.7004 1.2726 1.2837 0.0333 0.0767 -0.4411 0.177

=====

[4]
20
Properties=species:S:1:pos:R:3:forces:R:3:lowdin_charge:R:1 method="wB97M-V/def2-TZVPD" spin_multiplicity=1 total_charge=+1 homo_ev=-14.33 e_above_lowest_ev=2.322 total_energy_ev=-9379.2622 e_lumo_ev=-3.47
C -1.0351 1.5384 -0.9325 0.8539 0.0901 0.1544 -0.031
C 0.8332 -0.9069 -1.2516 2.6295 -1.4309 1.3211 0.009
C -1.3344 0.1633 -0.3527 0.3829 -1.5963 -2.4005 -0.377
C 0.0160 -0.5913 -0.1394 -2.6181 0.2913 3.0957 -0.242
N 0.1466 -0.8065 1.1348 1.0829 0.6502 2.3944 0.205
N -2.0361 0.0443 0.8779 -2.3553 2.1865 0.9742 0.018
O 2.9753 -0.2060 1.1611 0.2182 2.5228 3.0611 -0.080
H -1.9475 2.0047 -1.1298 -1.7593 1.0126 0.3378 0.063
H -0.6598 1.5694 -1.9843 0.6132 -0.5604 1.1014 0.113
H -0.4552 2.1260 -0.2018 -0.0198 0.0421 -0.6533 0.107
H 0.3908 -1.1916 -2.1409 -1.6117 -0.2667 -1.6256 0.087
H 1.5165 -1.7289 -0.9907 0.1554 0.5178 -0.0789 0.121
H 1.3731 -0.0064 -1.4214 0.9646 0.7855 -0.3731 0.112
H -1.8769 -0.3715 -1.2025 0.6338 0.2619 1.1602 0.178
H 0.8438 -1.0628 1.8978 0.1148 -0.2738 -2.8507 0.175
H -0.6459 -0.3493 1.7247 0.3669 -0.8692 -1.8196 0.137
H -2.4242 0.9243 1.2955 0.3939 -1.0970 -0.9250 0.143
H 3.6474 -0.7889 0.8798 1.3008 -1.1543 -0.6375 0.014
H -2.7699 -0.6568 0.8289 0.0908 0.2693 0.1366 0.121
H 3.4423 0.2965 1.9470 -1.4373 -1.3815 -2.3727 0.127

=====

[5]
20
Properties=species:S:1:pos:R:3:forces:R:3:lowdin_charge:R:1 method="wB97M-V/def2-TZVPD" spin_multiplicity=1 total_charge=+1 homo_ev=-13.31 e_above_lowest_ev=9.120 total_energy_ev=-9372.4639 e_lumo_ev=-6.68
C -1.0927 0.5729 -0.5868 1.9657 4.4151 0.5156 -0.304
C -0.0811 -0.4275 0.1194 -0.0371 -1.2533 -0.8030 -0.121
C 1.2009 0.1629 0.2652 -0.6120 -1.1808 1.7645 0.112
C 2.3718 -0.0985 -0.5702 0.3725 0.4156 -0.9618 -0.226
N 2.9009 -1.3692 -0.1320 -0.0810 0.5340 1.4745 0.087
N -2.3308 0.1561 -0.9210 -2.3075 -1.1386 0.6970 0.049
H -0.6149 1.1314 -1.3869 0.6040 -0.1692 -0.0175 0.132
H -1.5033 1.2477 0.3129 5.3760 -2.5408 -5.9473 0.044
H -0.5920 -0.7884 1.0020 0.1379 0.5184 0.6610 0.138
H -0.1163 -1.2546 -0.5764 0.5506 -0.2896 -0.4642 0.136
H -1.8232 1.7907 0.9871 -0.6176 2.7263 3.8942 0.068
H 3.1064 0.6950 -0.4949 0.1310 0.1428 -0.0400 0.127
H 2.6092 -1.6742 0.7787 0.3058 -0.2052 0.2293 0.093
H 3.0575 -2.1146 -0.7645 -0.3759 -0.4348 -0.8227 0.095
H -2.4473 -0.8390 -1.0188 -0.4320 -0.2143 -0.2966 0.104
H -2.7334 0.5561 -0.0210 -1.9127 -2.0923 -1.8118 0.063
H 2.0571 -0.2223 -1.6021 -0.0813 0.2388 -0.3459 0.148
H 1.3534 0.6765 1.2330 0.0560 0.2192 -0.6477 0.166
H -2.8717 0.6340 2.0245 0.4199 0.8988 1.0121 0.130
O -2.4505 1.1650 1.3519 -3.4625 -0.5901 1.9102 -0.040

=====

[6]
20
Properties=species:S:1:pos:R:3:forces:R:3:lowdin_charge:R:1 method="wB97M-V/def2-TZVPD" spin_multiplicity=1 total_charge=+1 homo_ev=-12.73 e_above_lowest_ev=1.289 total_energy_ev=-9380.2947 e_lumo_ev=-3.00
C -0.3546 -0.7105 0.8725 0.5413 -0.3533 0.1785 -0.132
C -0.0772 -1.4858 -0.4034 -0.2599 0.8960 -1.5230 -0.125
C 0.0131 -0.6329 -1.6753 -0.0798 0.2350 0.9737 -0.406
C -0.9012 -0.7458 -2.6117 -0.5133 -0.1275 -1.3082 0.061
N 1.0301 0.3822 -1.7522 0.0775 -0.6064 0.0469 0.057
N 0.6159 0.4213 1.0772 -0.6731 -0.1553 -0.2902 0.174
H -1.3579 -0.3133 0.9191 -0.1813 0.1909 -0.2156 0.135
H -0.2031 -1.3427 1.7361 -0.2194 -0.2701 0.2406 0.128
H 0.8079 -2.1159 -0.3976 0.1778 -0.1269 0.5560 0.126
H -0.9322 -2.1116 -0.6522 0.0793 -0.3294 0.5896 0.119
H -0.7330 -0.2724 -3.5761 -0.2216 0.2560 0.1690 0.075
H -1.8054 -1.3492 -2.5598 0.3907 -0.0525 0.2440 0.078
H 0.8837 0.9223 -2.5998 0.0935 0.0825 0.1431 0.096
H 1.9608 -0.0290 -1.8184 -0.0528 0.0879 0.0881 0.104
H 0.7032 0.9569 0.1982 0.1997 -0.0544 -0.0848 0.129
H 0.2830 1.0176 1.8597 0.1194 0.0704 0.0287 0.096
H 1.5083 -0.0057 1.2830 0.4608 0.2750 0.1226 0.161
H -1.3772 2.0459 3.4301 0.3999 0.0215 0.0031 0.083
H 0.0970 2.0235 3.9480 -0.3193 0.1116 -0.0698 0.079
O -0.4507 1.9714 3.1514 -0.0194 -0.1509 0.1076 -0.038

=====

[7]
20
Properties=species:S:1:pos:R:3:forces:R:3:lowdin_charge:R:1 method="wB97M-V/def2-TZVPD" spin_multiplicity=1 total_charge=+1 homo_ev=-12.90 e_above_lowest_ev=3.286 total_energy_ev=-9378.2974 e_lumo_ev=-5.10
C 2.0509 0.1484 0.4219 -0.0910 0.4632 0.4511 -0.218
O 1.6866 -1.2530 0.3993 -0.4655 0.6066 0.1304 -0.110
C 0.8519 1.0384 -0.0258 0.8181 0.4308 0.7519 -0.291
N 1.1578 2.4679 0.2606 -0.8991 -0.4808 -0.2992 -0.002
H 2.3086 0.5201 1.4623 0.0349 -0.6418 -1.2372 0.142
H 2.8765 0.2538 -0.3095 -0.1873 0.3704 0.6571 0.127
H 2.3252 -1.7751 0.9023 -0.0548 0.2493 -0.1282 0.101
H 0.6425 0.8111 -1.0851 -0.1442 0.1358 0.0061 0.098
H -0.0182 0.8040 0.6203 0.4164 -0.0587 -0.3672 0.103
H 0.3361 3.0617 0.0614 0.8339 -0.4687 0.1505 0.081
H 1.9614 2.8563 -0.2248 -0.1824 -0.3184 -0.1038 0.077
C -2.9579 -0.5192 0.2531 -1.9851 0.5345 0.6115 -0.028
C -1.0218 -1.5305 -0.7880 -1.7749 0.3934 1.0596 0.191
N -1.8362 -0.5309 -0.6657 1.5929 -0.2820 0.2739 -0.024
H -3.8844 -0.1750 -0.2700 0.7029 -0.5190 0.3083 0.114
H -2.8030 0.2653 1.0662 0.2569 -1.1621 -1.0146 0.133
H -3.1043 -1.5304 0.7046 0.1294 0.9484 -0.4199 0.116
H -1.4171 -2.5244 -0.4690 0.6823 0.8669 -0.1861 0.149
H 0.0095 -1.3247 -1.0011 0.3522 -0.3560 -0.8965 0.084
H -1.5154 0.4001 -0.9834 -0.0357 -0.7118 0.2524 0.159

=====

[8]
20
Properties=species:S:1:pos:R:3:forces:R:3:lowdin_charge:R:1 method="wB97M-V/def2-TZVPD" spin_multiplicity=1 total_charge=+1 smiles=N[C@H](C[NH3+])CCO homo_ev=-13.75 e_above_lowest_ev=1.922 total_energy_ev=-9379.6620 e_lumo_ev=-3.22
N -1.3642 -0.9664 0.8544 1.2346 0.8836 -0.4046 0.037
C -0.0842 -0.3164 0.3665 0.7689 -0.2550 1.0243 -0.348
C 0.0339 -0.5991 -1.1168 0.0617 -0.3520 -0.5647 -0.163
C 1.3210 -0.3974 -1.9236 0.3857 0.8488 1.2222 -0.224
O 2.4224 -0.8146 -1.0893 -0.8052 -0.4178 -0.5880 -0.068
C -0.1272 1.2012 0.7407 -2.1820 -0.2919 0.4137 -0.044
N -1.0422 1.3403 1.9841 -0.0012 -0.3468 -0.1855 0.145
H -1.7680 2.0511 1.9093 0.0181 0.0028 -0.4343 0.157
H -1.1319 -1.9278 1.0715 -0.2221 -0.0627 0.1658 0.106
H -1.9726 -0.9875 0.0410 -0.3244 -0.1519 0.2218 0.094
H 0.7704 -0.7943 0.8667 -0.3229 0.1249 0.0515 0.149
H -0.8161 -0.0922 -1.6012 0.1807 -0.3513 -0.2426 0.130
H -0.0731 -1.6950 -1.1704 -0.4881 0.3453 -0.0846 0.132
H 1.5903 0.6356 -2.1799 -0.7701 -0.0368 -0.3139 0.122
H 1.1850 -1.0130 -2.8191 0.3612 0.1956 0.0207 0.126
H 3.1069 -1.0011 -1.7294 0.7064 -0.2052 0.1717 0.086
H 0.7641 1.7636 1.0154 0.1640 -0.3765 -0.8018 0.138
H -0.7670 1.6222 -0.0418 0.7364 0.6348 -0.0460 0.130
H -1.5210 0.3728 2.0056 0.3919 0.3986 0.2188 0.136
H -0.5266 1.6179 2.8161 0.1062 -0.5866 0.1553 0.158

=====

Q: Which maximum force values were calculated for the entries above? A: 2.468 1.130 1.828 4.065 8.410 1.786 2.145 2.240, in eV Å⁻¹.